C30H89O39P9S | ωB97M-V/def2-TZVPD

```
168
Properties=species:S:1:pos:R:3
H 0.625 -4.290 -1.272
H 2.598 -2.510 1.788
C -1.315 -3.812 2.670
H 1.129 3.445 -3.669
H -1.336 -2.706 -0.625
H -2.735 -1.826 -3.580
H 4.548 4.869 -6.987
H 4.268 0.108 0.745
O -2.057 -1.507 -5.600
H 4.216 -3.434 0.057
O 7.375 -5.168 0.376
H 0.001 -3.446 -2.651
O 6.198 -7.393 0.010
O -0.903 -2.442 2.617
C -3.686 0.626 -1.862
H -7.704 -2.543 -1.614
H -2.357 -3.724 2.991
H 3.508 -0.403 5.158
C -2.071 -3.940 -8.330
H 4.532 -0.361 6.611
H -0.788 -2.146 7.168
H 2.581 3.206 -2.684
H -6.472 2.108 1.246
O 1.643 -0.428 -0.196
H 5.788 -3.307 -0.815
H -6.001 4.125 -3.485
O 5.483 0.087 4.871
P -5.141 0.576 4.764
C 2.292 7.760 0.154
C -0.975 -1.727 6.187
O -3.705 -2.379 -1.056
C 4.070 0.949 1.408
H 1.081 3.953 -1.993
H 8.604 1.421 3.712
P 6.378 -5.923 -0.623
O 6.782 1.055 2.941
C 0.501 -3.287 -1.697
H -6.995 -4.056 -1.704
P 5.661 0.011 3.291
H -3.020 -0.141 -1.468
O 0.218 -0.426 3.761
H -1.274 -4.255 1.675
H -1.257 -4.352 -8.926
S 0.451 0.118 -0.786
H 5.645 5.290 2.072
O 4.306 0.721 2.773
H 1.890 8.996 -3.543
P 0.111 -1.899 3.762
H 2.926 5.489 -7.427
H 8.634 1.007 1.967
C 3.779 5.605 -6.753
O -5.288 1.289 6.189
H 2.591 8.629 -0.427
C 0.643 -2.043 -5.229
O -4.535 -4.491 -0.066
H 8.743 -6.814 0.146
C 8.181 0.790 2.931
O 1.520 -2.673 3.522
C -3.334 -5.218 -0.225
P 2.826 5.233 0.492
H 4.572 5.089 3.455
H -2.063 -1.718 6.021
H -4.973 5.376 -3.063
H -3.564 -6.040 -0.904
H -1.659 -0.609 -3.670
H -6.551 0.525 0.516
H 1.530 -2.936 -1.756
O 3.617 5.776 1.784
H 8.969 -5.765 1.472
H 8.406 -0.253 3.160
O 2.466 7.275 -4.456
P -4.601 -2.900 -0.009
C -7.496 1.627 4.163
C 4.847 -3.843 -0.735
C 4.494 -0.647 5.559
O -4.609 1.617 3.656
H -6.641 2.882 6.498
C -3.415 1.217 2.937
H 3.446 -2.196 3.336
O 4.976 -5.219 -0.341
H -6.026 -2.659 -2.353
O 0.560 1.185 -1.735
H 6.660 -8.423 -1.796
O 0.903 5.557 -5.449
H 0.373 -1.507 -4.313
O 5.860 -1.368 2.824
O 6.853 -5.883 -2.021
H 0.589 7.835 -3.789
H 9.442 -5.319 -0.214
H -0.971 1.664 0.465
C 1.486 8.262 -4.241
H -0.810 -0.651 6.103
H -6.931 2.549 4.020
O -4.347 -2.506 1.477
H 1.111 3.187 0.133
C -5.581 2.631 6.541
H 0.275 -2.357 0.141
H -0.753 -4.408 3.388
H -5.206 2.736 7.557
H -5.047 3.336 5.900
H -0.251 0.468 1.491
H -4.859 -3.030 3.434
H -3.534 0.150 2.736
O 1.343 4.985 1.076
C 8.675 -5.756 0.423
O -4.470 3.493 -2.261
C 5.976 -8.444 -0.950
P -1.714 -3.009 -5.915
C -0.754 0.602 0.534
H 4.500 3.927 2.141
H 4.232 -3.737 -1.630
H -0.382 3.852 0.727
O -3.694 1.588 -0.814
H 1.196 7.849 0.156
H 3.102 1.426 1.247
O -6.666 0.475 4.260
H -2.529 -4.751 -7.758
C 1.730 3.857 -2.857
O -4.468 -0.705 4.978
H 0.534 -1.329 -6.045
O -4.551 3.811 0.288
P -4.674 2.835 -0.836
H -3.159 -0.277 -4.468
H 0.687 3.116 1.865
O 3.508 5.216 -5.408
O -0.199 -3.190 -5.361
O -2.566 -4.101 -5.438
C -0.319 -2.353 -0.771
O -1.609 -2.898 -7.506
H -2.469 1.385 3.449
H 4.941 -8.393 -1.287
H -2.455 -4.682 -0.578
P 2.156 5.745 -4.696
C 0.678 3.740 0.970
O -6.104 2.102 -0.826
H -4.638 0.160 -2.108
O -6.162 -2.720 -0.309
H 4.669 1.782 1.006
H -1.593 -0.035 0.273
H 2.487 7.898 1.219
H 1.658 -2.409 -5.098
H -3.065 -5.725 0.707
H 4.630 -1.731 5.577
O -0.524 -2.537 5.098
O 2.129 5.190 -3.228
C -2.430 -1.065 -4.304
C -6.716 -3.005 -1.586
C 4.644 4.982 2.372
H 2.371 -0.953 2.603
H -6.138 -3.314 2.282
H -8.218 1.656 4.977
H 6.153 -9.365 -0.397
H -8.043 1.512 3.224
O 3.486 4.053 -0.113
H -7.808 1.675 0.200
H -5.668 -1.679 2.831
H 4.108 6.621 -6.987
C -5.303 -2.652 2.510
C -5.430 4.479 -2.626
H -5.979 4.905 -1.788
C 2.542 -2.016 2.759
H -3.155 0.969 -2.749
H -3.374 1.700 1.961
H 1.154 8.815 -5.121
H -2.885 -3.695 -9.019
O 2.740 6.543 -0.393
O -0.313 -1.109 -1.482
C -6.726 1.587 0.320
```

* E_tot: -7601.93156 hartree
* total charge: 0
* gap between HOMO and LUMO: 10.614 eV
* HOMO level: -10.120 eV
* spin multiplicity: 1
* SMILES: CCOS(C)(=O)=O.COP(=O)(OC)OC.COP(=O)(OC)OC.COP(=O)(OC)OC.COP(=O)(OC)OC.COP(=O)(OC)OC.COP(=O)(OC)OC.COP(=O)(OC)OC.COP(=O)(OC)OC.COP(=O)(OC)OC